w.
{"formula": "C6H9N2O", "method": "wB97M-V/def2-TZVPD", "symbols": ["N", "C", "N", "C", "C", "C", "C", "C", "O", "H", "H", "H", "H", "H", "H", "H", "H", "H"], "xyz": [[0.17, 1.64, -1.99], [0.96, 1.13, -0.92], [0.05, 0.47, 0.05], [-0.96, 1.12, 0.60], [-1.69, 0.27, 1.45], [-1.08, -0.96, 1.39], [0.04, -0.85, 0.50], [0.94, -1.81, 0.14], [0.96, -3.05, 0.51], [0.30, 2.62, -2.19], [0.21, 1.11, -2.85], [1.46, 1.93, -0.37], [1.71, 0.39, -1.22], [-1.15, 2.15, 0.37], [-2.55, 0.54, 2.02], [-1.38, -1.84, 1.93], [1.76, -1.58, -0.53], [0.24, -3.31, 1.11]], "lowdin_charge": [0.054, -0.178, -0.026, 0.008, 0.001, 0.042, -0.176, -0.033, 0.166, 0.092, 0.091, 0.145, 0.121, 0.149, 0.121, 0.124, 0.148, 0.152], "smiles": "NC[N+]1=CC=C/C1=C\\O", "homo_ev": -13.825, "gap_ev": 8.72, "multiplicity": 1, "charge": 1}

***

x.
{"formula": "C6H9N2O", "method": "wB97M-V/def2-TZVPD", "symbols": ["C", "C", "C", "C", "C", "C", "N", "N", "O", "H", "H", "H", "H", "H", "H", "H", "H", "H"], "xyz": [[1.76, -1.31, 1.04], [2.25, -2.56, 0.88], [0.79, -2.21, -0.74], [0.85, -1.06, 0.04], [-0.28, 0.82, -0.18], [-2.49, 1.98, -0.48], [-1.54, 0.83, -0.40], [0.52, 1.85, -0.06], [1.61, -3.11, -0.22], [2.14, -0.62, 1.71], [3.01, -3.22, 1.37], [0.00, -2.47, -1.56], [-2.16, 2.72, -1.25], [-3.48, 1.57, -0.71], [-2.58, 2.53, 0.44], [-1.99, -0.12, -0.18], [1.30, 1.52, 0.55], [0.29, 2.88, -0.26]], "lowdin_charge": [-0.103, -0.046, -0.114, 0.020, -0.169, -0.009, 0.012, 0.160, 0.019, 0.091, 0.161, 0.170, 0.109, 0.098, 0.084, 0.198, 0.138, 0.180], "homo_ev": -12.703, "gap_ev": 8.42, "multiplicity": 1, "charge": 1}

***

Least stable = x

***

w.
{"formula": "C16H18ClNS2", "method": "wB97M-V/def2-TZVPD", "symbols": ["C", "C", "C", "C", "C", "C", "N", "C", "C", "C", "C", "C", "Cl", "C", "C", "C", "S", "C", "C", "S", "H", "H", "H", "H", "H", "H", "H", "H", "H", "H", "H", "H", "H", "H", "H", "H", "H", "H"], "xyz": [[-2.61, 3.78, 1.10], [-1.20, 3.19, 1.34], [-1.27, 2.88, 2.83], [-0.98, 2.01, 0.32], [0.36, 1.33, 0.28], [0.27, 0.25, -0.81], [0.31, -1.02, -0.46], [0.52, -1.84, -1.60], [0.56, -3.34, -1.40], [0.73, -4.31, -2.36], [0.74, -5.61, -2.04], [0.65, -6.12, -0.72], [1.00, -7.75, -0.23], [0.42, -5.16, 0.26], [0.20, -3.84, -0.10], [0.57, -1.28, -2.90], [0.42, 0.43, -2.55], [1.53, 2.40, -0.10], [1.57, 3.53, 0.91], [0.04, 4.44, 1.05], [-3.36, 3.25, 1.59], [-2.95, 3.57, 0.06], [-2.71, 4.85, 1.34], [-1.08, 3.74, 3.41], [-0.43, 2.35, 3.17], [-2.12, 2.30, 3.04], [-1.10, 2.42, -0.65], [-1.75, 1.29, 0.50], [0.52, 0.82, 1.34], [1.05, -4.01, -3.33], [1.14, -6.28, -2.79], [0.29, -5.48, 1.31], [-0.28, -3.23, 0.68], [0.78, -1.74, -3.87], [2.53, 2.01, 0.05], [1.36, 2.84, -1.07], [1.86, 3.11, 1.88], [2.39, 4.22, 0.50]], "lowdin_charge": [-0.106, -0.773, -0.106, -0.185, -0.263, -0.532, 0.085, -0.306, -0.153, -0.079, -0.102, -0.650, 0.653, -0.123, -0.027, -0.302, 1.006, -0.208, -0.506, 0.938, 0.050, 0.093, 0.091, 0.064, 0.056, 0.075, 0.102, 0.123, 0.182, 0.105, 0.104, 0.110, 0.114, 0.079, 0.110, 0.094, 0.078, 0.109], "smiles": "CC1(C)C[C@@H](c2nc(-c3ccc(Cl)cc3)cs2)CCS1", "homo_ev": -8.279, "gap_ev": 8.64, "multiplicity": 1, "charge": 0}

***

x.
{"formula": "C16H18ClNS2", "method": "wB97M-V/def2-TZVPD", "symbols": ["C", "C", "C", "C", "C", "C", "N", "C", "C", "C", "C", "C", "Cl", "C", "C", "C", "S", "C", "C", "S", "H", "H", "H", "H", "H", "H", "H", "H", "H", "H", "H", "H", "H", "H", "H", "H", "H", "H"], "xyz": [[4.87, -0.04, 0.46], [3.64, 0.86, 0.17], [3.68, 1.26, -1.33], [2.28, 0.13, 0.56], [0.97, 0.93, 0.35], [-0.23, 0.06, 0.79], [-1.29, -0.16, 0.07], [-2.15, -1.15, 0.57], [-3.33, -1.39, -0.19], [-3.91, -0.45, -1.04], [-4.86, -0.92, -1.93], [-5.41, -2.25, -1.95], [-6.78, -2.55, -3.09], [-5.01, -3.03, -0.96], [-3.86, -2.66, -0.15], [-1.86, -1.70, 1.78], [-0.33, -0.86, 2.28], [0.96, 2.28, 1.11], [2.16, 3.18, 0.86], [3.80, 2.34, 1.28], [5.81, 0.54, 0.43], [4.93, -0.96, -0.26], [4.87, -0.51, 1.44], [4.75, 1.58, -1.63], [3.33, 0.33, -1.90], [2.92, 2.01, -1.66], [2.27, -0.85, 0.18], [2.45, -0.07, 1.56], [0.80, 1.18, -0.75], [-3.50, 0.56, -0.88], [-5.42, -0.26, -2.65], [-5.60, -3.92, -0.70], [-3.48, -3.50, 0.50], [-2.55, -2.35, 2.43], [0.80, 2.01, 2.18], [0.07, 2.74, 0.75], [2.01, 4.07, 1.50], [2.20, 3.50, -0.22]], "lowdin_charge": [-0.128, -0.773, -0.113, -0.175, -0.285, -0.534, 0.085, -0.377, -0.239, -0.019, -0.089, -0.621, 0.593, -0.110, -0.010, -0.270, 1.000, -0.235, -0.423, 0.881, 0.072, 0.116, 0.068, 0.109, 0.101, 0.065, 0.106, 0.067, 0.160, 0.123, 0.107, 0.113, 0.128, 0.117, 0.124, 0.103, 0.080, 0.082], "smiles": "CC1(C)C[C@@H](c2nc(-c3ccc(Cl)cc3)cs2)CCS1", "homo_ev": -8.631, "gap_ev": 9.06, "multiplicity": 1, "charge": 0}

***

Least stable = w

***

w.
{"formula": "C3H6OS", "method": "wB97M-V/def2-TZVPD", "symbols": ["C", "C", "C", "O", "S", "H", "H", "H", "H", "H", "H"], "xyz": [[-0.04, 0.30, -0.31], [0.66, -0.31, 0.80], [-1.47, 0.65, -0.22], [2.37, -1.46, -0.15], [1.34, 1.27, 0.68], [0.33, 0.27, -1.29], [0.56, -1.01, 1.66], [-2.02, 0.05, -0.91], [-1.72, 1.75, -0.59], [-1.77, 0.63, 0.77], [1.75, -2.14, -0.43]], "lowdin_charge": [-0.495, -0.412, -0.101, -0.291, 0.896, 0.085, 0.117, 0.075, 0.138, 0.047, -0.060], "homo_ev": [-9.002, -8.601], "gap_ev": [8.55, 8.13], "multiplicity": 1, "charge": 0}

***

x.
{"formula": "C3H6OS", "method": "wB97M-V/def2-TZVPD", "symbols": ["C", "C", "C", "O", "S", "H", "H", "H", "H", "H", "H"], "xyz": [[-0.19, 1.35, -0.35], [-0.43, 0.10, -0.16], [-1.36, -0.93, 0.38], [1.32, -0.60, 0.45], [2.65, 0.10, 0.24], [0.79, 1.82, -0.22], [-1.11, 2.02, -0.63], [-2.06, -1.21, -0.48], [-0.75, -1.77, 0.63], [-1.98, -0.33, 1.11], [3.12, -0.56, -0.97]], "lowdin_charge": [-0.021, -0.152, -0.054, -0.776, 0.670, 0.026, 0.118, 0.109, 0.064, 0.108, -0.093], "homo_ev": [-7.822, -7.821], "gap_ev": [8.30, 8.30], "multiplicity": 1, "charge": 0}

***

y.
{"formula": "C3H6OS", "method": "wB97M-V/def2-TZVPD", "symbols": ["C", "C", "S", "C", "O", "H", "H", "H", "H", "H", "H"], "xyz": [[-0.99, 0.82, -0.22], [0.39, 0.34, -0.62], [1.92, 1.12, 0.09], [1.11, -0.37, 0.44], [1.92, -1.77, -0.10], [-0.85, 1.50, 0.57], [-1.67, 0.10, 0.13], [-1.44, 1.30, -1.19], [0.70, -0.03, -1.57], [0.63, -0.63, 1.43], [2.03, -1.63, -1.11]], "lowdin_charge": [-0.094, -0.563, 0.888, -0.562, -0.192, 0.055, 0.058, 0.118, 0.086, 0.134, 0.072], "smiles": "C[C@H]1S[C@@H]1O", "homo_ev": -9.326, "gap_ev": 10.16, "multiplicity": 1, "charge": 0}

***

Least stable = w

***

w.
{"formula": "C4H15NO2", "method": "wB97M-V/def2-TZVPD", "symbols": ["C", "C", "N", "C", "C", "H", "H", "H", "H", "H", "H", "H", "H", "H", "H", "H", "O", "H", "H", "O", "H", "H"], "xyz": [[-0.36, 0.21, 2.58], [0.48, 0.07, 1.30], [-0.20, -0.85, 0.39], [0.74, -1.38, -0.64], [-0.04, -2.42, -1.46], [-0.74, -0.76, 2.90], [0.13, 0.64, 3.45], [-1.21, 0.81, 2.27], [1.45, -0.31, 1.63], [0.76, 1.05, 0.89], [-0.94, -0.34, -0.09], [1.63, -1.81, -0.20], [0.92, -0.58, -1.37], [-0.59, -2.02, -2.30], [-0.67, -3.05, -0.84], [0.71, -3.16, -1.80], [-1.47, 2.17, -0.63], [-2.09, 2.86, -0.88], [-1.57, 2.08, 0.29], [1.36, 2.45, -1.78], [0.61, 2.47, -1.20], [1.08, 1.88, -2.51]], "lowdin_charge": [-0.097, -0.314, -0.083, -0.261, -0.108, 0.069, 0.067, 0.050, 0.106, 0.096, 0.091, 0.106, 0.096, 0.061, 0.067, 0.066, -0.029, 0.062, 0.011, -0.063, -0.026, 0.035], "smiles": "CCNCC.O.O", "homo_ev": -8.839, "gap_ev": 9.27, "multiplicity": 1, "charge": 0}

***

x.
{"formula": "C4H15NO2", "method": "wB97M-V/def2-TZVPD", "symbols": ["C", "C", "C", "C", "N", "H", "H", "H", "H", "H", "H", "H", "H", "H", "H", "H", "O", "H", "H", "O", "H", "H"], "xyz": [[-1.70, -1.25, 0.73], [-2.72, -1.16, -0.41], [-4.10, -0.73, 0.12], [-2.23, -0.20, -1.50], [-0.98, -0.64, -2.15], [-1.30, -0.25, 0.92], [-1.01, -2.08, 0.60], [-2.22, -1.58, 1.65], [-2.86, -2.18, -0.79], [-4.72, -0.05, -0.49], [-4.72, -1.63, 0.13], [-4.06, -0.22, 1.07], [-1.99, 0.72, -0.97], [-2.89, -0.14, -2.36], [-0.95, -1.64, -2.36], [-0.13, -0.72, -1.58], [7.15, 1.42, 0.59], [6.51, 0.79, 0.95], [6.72, 1.69, -0.24], [5.95, 3.54, 1.79], [6.51, 2.77, 1.55], [5.74, 3.53, 2.74]], "lowdin_charge": [-0.087, -0.436, -0.088, -0.255, -0.033, 0.081, 0.069, 0.075, 0.123, 0.075, 0.072, 0.067, 0.113, 0.107, 0.061, 0.059, -0.045, 0.055, 0.071, -0.092, -0.023, 0.033], "smiles": "CC(C)CN.O.O", "homo_ev": -9.196, "gap_ev": 9.96, "multiplicity": 1, "charge": 0}

***

Least stable = x